Entry 1:
C25H26BF5N8OS3Sn | ωB97M-V/def2-TZVPD

```
70
C25H26BF5N8OS3Sn (ωB97M-V/def2-TZVPD)
Sn 0.184 0.230 -0.728
S -0.389 -2.072 -1.241
S 0.324 0.385 1.728
S 0.830 1.670 -2.612
F -2.450 3.751 0.148
F -4.806 3.884 -3.913
F -3.933 1.357 -4.491
F -4.084 5.039 -1.563
F -2.435 0.004 -2.694
O -1.514 1.255 -0.413
N -2.347 -0.221 2.185
N -1.735 1.762 2.861
N 0.041 1.441 -5.113
N 0.507 -3.633 0.820
N 0.123 -0.557 -3.925
N -1.201 -2.397 1.380
N 2.446 0.027 -0.271
N 6.365 -0.194 1.088
C -0.393 0.844 -6.253
C 5.100 -0.122 0.652
C 2.835 -0.908 0.620
C 3.392 0.892 -0.695
C -2.825 3.148 -0.984
C -1.324 0.636 2.250
C 4.693 0.854 -0.277
C -0.938 2.961 3.104
C -0.337 -1.194 -5.012
C -3.061 1.617 3.186
C -3.436 0.389 2.759
C 0.280 0.743 -3.977
C 0.254 -3.871 2.150
C -2.353 1.868 -1.260
C -2.812 1.277 -2.432
C -3.664 3.817 -1.857
C 4.111 -1.020 1.097
C -4.043 3.226 -3.053
C -3.606 1.947 -3.341
C -0.606 -2.650 -4.874
C 1.521 -4.308 0.009
C -0.593 -0.510 -6.206
C -0.636 1.714 -7.435
C -0.802 -3.094 2.493
C -0.383 -2.719 0.380
B -2.499 -1.510 1.292
H 7.053 0.478 0.798
H 4.351 -1.791 1.818
H -3.417 -2.164 1.705
H 1.946 -5.113 0.600
H 2.068 -1.585 0.968
H 0.244 2.321 -7.657
H -0.225 3.083 2.296
H 5.399 1.578 -0.663
H -0.405 2.882 4.050
H -0.881 1.116 -8.308
H 0.824 -4.580 2.726
H -2.654 -1.150 0.159
H -0.546 -3.168 -5.828
H -0.943 -1.037 -7.082
H 0.072 -3.094 -4.149
H 1.065 -4.721 -0.886
H -1.607 3.816 3.128
H 3.082 1.648 -1.399
H -1.470 2.392 -7.235
H 0.176 2.445 -5.102
H 2.306 -3.612 -0.282
H -1.320 -3.005 3.433
H -3.616 2.388 3.692
H 6.637 -0.862 1.787
H -4.392 -0.104 2.817
H -1.623 -2.766 -4.487
```

The total energy comes out at -92906.833 eV. The calculation puts the energy above the lowest of the compared OMol25 structures with the same formula, charge and spin at 0.0000 eV. The LUMO energy comes out at -5.87 eV. The frontier orbital gap comes out at 7.307 eV. As for the charge: +2.

Entry 2:
C3H5NO3S | ωB97M-V/def2-TZVPD

```
13
C3H5NO3S (ωB97M-V/def2-TZVPD)
S 1.937 2.312 -0.316
O -2.199 -3.012 0.688
O 0.941 0.592 1.369
O -1.026 -0.035 -0.725
N -1.373 -0.939 0.256
C -1.715 -2.225 -0.101
C 1.115 0.948 0.079
C 0.360 0.080 -0.942
H 0.295 -0.100 1.432
H 0.777 -0.936 -0.985
H -1.195 -2.512 -1.055
H -1.958 -0.572 0.989
H 0.407 0.528 -1.979
```

As for the SMILES: O=CNOCC(O)=S. The total energy comes out at -21657.329 eV. The calculation puts the energy above the lowest of the compared OMol25 structures with the same formula, charge and spin at 2.8481 eV. The LUMO energy comes out at -0.13 eV. The frontier orbital gap comes out at 9.055 eV.

Entry 3:
C5H11NO | ωB97M-V/def2-TZVPD

```
18
C5H11NO (ωB97M-V/def2-TZVPD)
O 1.065 0.662 2.502
N -0.435 -0.476 0.250
C 1.126 -1.117 -1.627
C 0.435 1.421 1.495
C -0.816 0.729 0.975
C -1.348 -0.925 -0.787
C -0.047 -0.304 -1.141
H 1.121 1.614 0.653
H -1.415 1.421 0.356
H 2.072 -0.655 -1.321
H -0.108 0.715 -1.535
H -1.425 0.429 1.836
H 1.087 -2.123 -1.198
H -1.484 -2.001 -0.879
H -2.249 -0.333 -0.957
H 1.124 -1.205 -2.719
H 1.120 -0.241 2.160
H 0.177 2.389 1.937
```

As for the SMILES: C[C@H]1CN1CCO. The total energy comes out at -8899.735 eV. The calculation puts the energy above the lowest of the compared OMol25 structures with the same formula, charge and spin at 1.9626 eV. The LUMO energy comes out at 1.14 eV. The frontier orbital gap comes out at 10.574 eV.